The following is a DFT calculation (ωB97M-V/def2-TZVPD) of 2 unconnected molecules or ions with the total composition CH2FO4S at a distorted geometry.

```
9
Properties=species:S:1:pos:R:3:forces:R:3:mulliken_charge:R:1
C -0.881839 0.349433 0.007075 -3.37 -5.61 0.35 0.2063
O 1.240779 0.006425 1.529644 0.14 -0.60 0.03 -0.6151
O 1.381838 0.164238 -0.927110 -0.20 0.70 0.07 -0.5278
O 0.734368 -1.947473 0.031204 -0.36 0.48 0.60 -0.6348
O -0.701816 1.367891 -0.629654 0.09 2.55 -1.49 -0.6341
F -1.602111 0.473484 1.226894 0.45 0.00 -0.23 -0.2866
S 0.686277 -0.526457 0.303959 1.51 -0.06 0.16 1.0357
H -1.560021 -0.858464 -0.552210 1.07 2.98 0.91 0.0696
H 0.702522 0.970926 -0.989799 0.66 -0.44 -0.40 0.3867
```
Forces are in eV/Å.

Computed properties:
Energy relative to the best compared isomer or geometry (same formula, charge and spin): 44.09 kcal per mole
HOMO energy: -0.1746 Eh
Kohn-Sham gap: 8.82 eV
Charge: -1